[1]
Formula: C25H41N2O2Sb2W
Source: OMol25
Level of theory: ωB97M-V/def2-TZVPD

Results
DFT total energy: -1783.785808 hartree
E_HOMO (alpha / beta): -16.374 / -16.418 eV
Kohn-Sham gap (alpha / beta): 5.64 / 5.49 eV
expectation value of S²: 2.021
total charge: +3
2S+1: 3
relative energy (zero: lowest compared OMol25 entry of this formula, charge and spin): 0.869 eV

```
73
Properties=species:S:1:pos:R:3:forces:R:3
W 0.289077 0.059410 -0.169847 2.3871 -2.2234 0.0066
C 1.075292 -2.044853 3.146950 0.0499 0.1332 -0.2148
Sb -0.159346 -0.472718 2.404194 -0.4770 -0.2180 1.8820
C 0.250350 1.155766 3.709589 0.0319 0.0887 -0.0916
C -2.156580 -1.142702 2.998679 0.1964 0.0246 -0.2085
C -2.243279 -2.629329 2.917734 0.0267 -0.1396 -0.0975
C -2.007544 -3.373906 4.074690 -0.0077 0.0621 -0.0281
C -2.051239 -4.756653 4.062168 -0.0013 -0.0445 -0.0335
C -2.342060 -5.423141 2.878268 0.0488 -0.0260 0.0309
C -2.594317 -4.698628 1.727151 -0.0099 0.0911 -0.0616
C -2.549617 -3.302364 1.720392 0.0766 -0.0637 0.1789
C -2.896434 -2.585489 0.462063 0.3331 0.2664 -0.0812
Sb -1.215729 -2.081430 -0.867778 -1.3552 -1.1587 -0.3004
C -2.380592 -1.950766 -2.639867 0.1390 0.0990 -0.1467
C -0.339853 -4.019104 -1.107807 0.1353 0.3177 -0.0282
H 0.681646 -2.363690 4.109793 -0.0834 0.0587 -0.0126
H 2.087385 -1.664180 3.274906 -0.0138 0.0262 -0.0272
H 1.078280 -2.888590 2.460562 -0.0540 0.0039 -0.0011
H 0.163004 0.802536 4.736048 -0.0212 -0.0950 -0.0362
H -0.466290 1.957951 3.543532 -0.0115 -0.0278 -0.0537
H 1.260518 1.524567 3.541862 -0.0050 -0.0170 -0.0160
H -2.886046 -0.611370 2.390951 0.0259 0.0562 0.0236
H -2.236568 -0.802498 4.030617 0.0140 0.1000 -0.0251
H -1.821022 -2.852616 5.007262 0.0198 -0.0217 0.0062
H -1.877844 -5.314148 4.972582 -0.0154 0.0100 0.0037
H -2.392772 -6.503374 2.858673 -0.0216 0.0061 0.0102
H -2.875170 -5.220058 0.818819 0.0060 -0.0264 0.0166
H -3.444490 -1.656524 0.616059 -0.0038 -0.0032 -0.0374
H -3.484692 -3.225155 -0.196088 -0.0009 0.0414 -0.0578
H -2.801849 -2.943326 -2.796489 0.0283 -0.0108 0.0290
H -1.779722 -1.671278 -3.502338 0.0161 0.0034 0.0254
H -3.185718 -1.232695 -2.505678 0.0209 0.0326 0.0669
H -1.165095 -4.721115 -1.213268 -0.0380 0.0347 0.0196
H 0.267128 -4.311082 -0.253221 -0.0432 0.0421 0.0458
H 0.239285 -4.025947 -2.031610 -0.0016 -0.0207 0.0118
C -3.198744 2.398091 0.485565 0.0075 0.2396 -0.2103
C -2.959224 2.924846 -0.940186 0.1480 -0.1064 0.0335
C -3.193178 1.843150 -2.006624 -0.0639 0.2489 0.0671
C -1.607119 3.602348 -1.144326 0.0027 -0.8361 0.2563
C -1.537027 4.924980 -1.555033 0.1063 0.0999 0.0130
C -0.321978 5.544211 -1.806146 -0.0363 0.0809 -0.0135
C 0.870387 4.843368 -1.688041 0.0009 0.0913 -0.0388
C 0.864964 3.527950 -1.269492 -0.1634 -0.5850 0.2160
C 2.137367 2.702381 -1.164348 -0.2276 -0.0962 0.0574
C 2.081175 1.463455 -2.076554 0.3714 0.4591 0.1710
C 2.494425 2.385357 0.297852 0.0806 0.0815 -0.2282
C -0.379151 2.936238 -0.980329 0.0633 1.6600 -0.6605
O -0.335403 1.639744 -0.535720 -1.3443 1.0407 0.1575
H -4.258358 2.176446 0.615326 0.0290 -0.0362 0.0210
H -2.919910 3.143946 1.230687 -0.0201 -0.0204 0.0235
H -2.641902 1.480071 0.688199 0.1028 -0.1393 0.0044
H -3.712041 3.696270 -1.106965 0.0531 0.0660 -0.0212
H -2.499398 1.007415 -1.890161 0.0659 -0.0951 0.0432
H -3.055475 2.252287 -3.007387 -0.0113 -0.0309 -0.0137
H -4.212961 1.461406 -1.940064 0.0269 -0.0346 0.0252
H -2.456729 5.481173 -1.684659 -0.0031 -0.0140 0.0157
H -0.304275 6.583071 -2.107152 -0.0014 -0.0189 -0.0483
H 1.806954 5.325643 -1.938174 0.0128 -0.0046 0.0444
H 2.949899 3.309835 -1.565730 -0.0077 0.0053 -0.0464
H 1.322877 0.679909 -1.776658 0.4182 0.0939 -0.6619
H 3.047873 0.963163 -2.122428 -0.0692 -0.1490 0.0762
H 1.800183 1.763743 -3.085264 -0.1748 -0.2106 -0.0224
H 1.630575 2.045697 0.887828 0.0056 -0.0331 0.0543
H 2.854398 3.284061 0.797442 -0.0555 -0.0066 0.0591
H 3.287575 1.639195 0.362683 0.0308 0.0182 0.0010
N 4.155123 -1.174107 -0.125227 0.0165 -0.0864 0.0315
C 3.033270 -1.861896 -0.329872 0.3185 -0.0316 -0.0198
N 3.109802 -3.096636 -0.807792 0.0520 0.0485 -0.0580
O 1.892761 -1.348925 -0.056110 -0.9166 0.8444 -0.1613
H 5.059345 -1.584059 -0.307037 0.0056 -0.0026 -0.0243
H 4.150475 -0.335290 0.428246 -0.1238 0.0551 -0.0018
H 3.999961 -3.537789 -0.984029 -0.0119 -0.0314 0.0011
H 2.282987 -3.594655 -1.088672 -0.0787 0.0339 0.0596
```
Positions in Å, forces in eV/Å.

Here are the natural (NBO) charges for atoms 1 to 6, given in e: number 1, W, carries 1.22; number 2, C, carries -0.93; number 3, Sb, carries 1.16; number 4, C, carries -0.93; number 5, C, carries -0.68; number 6, C, carries 0.01

[2]
Formula: C25H41N3NbO4
Source: OMol25
Level of theory: ωB97M-V/def2-TZVPD

Results
DFT total energy: -1499.112085 hartree
E_HOMO: -4.608 eV
Kohn-Sham gap: 6.83 eV
total charge: -1
relative energy (zero: lowest compared OMol25 entry of this formula, charge and spin): 0.000 eV

```
74
Properties=species:S:1:pos:R:3:forces:R:3
C 5.655171 1.188605 0.979878 -0.0883 0.0015 0.0542
C 5.695436 1.951740 -0.333680 0.2072 -0.0949 -0.0567
O 5.855864 1.052489 -1.440957 -0.1733 0.0744 0.0147
C 4.846126 1.104098 -2.434446 -0.0395 -0.1154 0.2271
C 3.651564 0.189665 -2.129101 -0.1015 0.2083 -0.1096
O 2.955647 0.490704 -0.935123 0.1012 0.1803 -0.0357
C 2.156682 1.681816 -0.998196 0.1830 -0.2569 -0.0308
C 1.690281 2.022531 0.422961 -0.2393 0.1718 0.0075
O 1.981823 3.343516 0.811174 0.1075 -0.2020 -0.0921
C 1.284374 4.355181 0.043883 -0.0724 0.3576 -0.7924
Nb -0.987828 4.418467 0.384597 -0.1642 -1.2077 -0.2215
C -1.742475 2.980514 -1.206313 -0.1441 0.1385 0.5394
O -2.953169 2.239735 -1.275155 0.0870 -0.0750 -0.1097
C -3.004146 1.230666 -0.298024 -0.1276 0.0060 0.4185
C -1.984928 0.091884 -0.489545 -0.0528 -0.1644 -0.1650
H 5.347838 1.856071 1.793381 0.0608 -0.0611 -0.1264
H 6.627234 0.758268 1.239506 -0.0978 0.0148 -0.1263
H 4.915521 0.386671 0.901570 0.0725 0.0956 0.0399
H 6.550676 2.643506 -0.357808 -0.1671 -0.0793 0.0584
H 4.785641 2.545856 -0.436044 -0.0371 -0.0452 -0.0774
H 4.529794 2.143372 -2.602757 -0.0195 -0.1437 0.0317
H 5.300297 0.746639 -3.367832 -0.0576 0.0490 0.1243
H 2.963520 0.221698 -2.996394 0.1321 -0.0348 0.1607
H 4.008180 -0.837816 -2.006915 0.0337 0.1106 -0.0579
H 1.329835 1.509128 -1.703288 0.0395 0.0599 0.1278
H 2.753256 2.515767 -1.378691 -0.0282 0.0224 0.0225
H 2.232880 1.373142 1.117446 -0.0873 0.0124 -0.0855
H 0.610018 1.824706 0.535048 0.1532 -0.0203 0.0050
H 1.634560 4.330298 -1.006906 0.0126 0.0425 0.1957
H 1.662069 5.311754 0.437086 -0.1049 -0.1211 -0.0013
H -1.007462 3.185769 1.798667 0.2686 0.3620 0.2281
H -1.286718 5.613377 1.741191 -0.5254 -0.5844 -0.4011
H -0.790730 5.941267 -0.665957 0.2267 0.1598 0.5404
H -2.785874 4.772771 0.273006 0.3568 0.4917 -0.4825
H -1.759504 3.641379 -2.090605 0.1567 0.1220 0.2160
H -0.904071 2.268432 -1.369830 0.0628 0.3168 0.0617
H -2.864634 1.683940 0.697821 -0.0197 -0.0251 -0.1493
H -4.022518 0.834372 -0.352243 0.1052 -0.0299 0.0321
H -2.487676 -0.851602 -0.728855 0.0662 0.1180 -0.0122
H -1.378636 -0.085481 0.401793 -0.0905 0.1511 -0.0442
H -1.309189 0.325304 -1.319804 -0.1061 -0.0817 0.1125
N -0.367384 -2.147494 2.311973 -0.0150 -0.0439 -0.0124
C 0.039037 -2.291761 3.570753 0.0761 0.0086 -0.0258
C 1.359372 -2.137640 3.971217 -0.0281 -0.0035 0.0158
C 2.307958 -1.807605 3.016768 -0.0066 0.0165 -0.0337
C 1.898649 -1.649546 1.701941 0.0141 -0.0134 -0.0348
C 0.555841 -1.835423 1.404211 0.0412 0.0632 0.0131
H -0.726151 -2.542649 4.297181 -0.0154 0.0014 -0.0141
H 1.628347 -2.265101 5.011415 0.0028 0.0003 -0.0064
H 3.344972 -1.664356 3.293211 0.0028 -0.0018 -0.0024
H 2.587264 -1.367509 0.915214 0.0022 0.0308 0.0232
H 0.206292 -1.717395 0.384446 -0.0134 0.0014 -0.0020
N 0.151713 -6.543727 1.389357 -0.0240 -0.0051 0.0254
C 0.799274 -5.441736 1.014501 0.0628 -0.0284 0.0063
C 1.823522 -5.441658 0.076742 0.0042 0.0586 -0.0112
C 2.193866 -6.641550 -0.506458 -0.0224 -0.0049 0.0174
C 1.524576 -7.794301 -0.125960 -0.0061 -0.0003 0.0071
C 0.516372 -7.690679 0.821815 0.0457 0.0231 -0.0424
H 0.495708 -4.511690 1.482114 -0.0590 -0.0680 0.0196
H 2.310939 -4.511133 -0.183200 0.0037 -0.0084 -0.0015
H 2.986724 -6.678318 -1.242754 0.0007 0.0004 0.0003
H 1.773743 -8.757472 -0.551289 0.0012 0.0050 -0.0009
H -0.024229 -8.576377 1.138708 -0.0133 0.0104 0.0154
N -7.629570 1.626099 -2.610359 0.0221 0.0143 -0.0094
C -6.746437 1.737942 -1.617416 -0.0305 0.0050 -0.0154
C -6.958772 1.212055 -0.349014 0.0216 0.0035 0.0122
C -8.140900 0.536654 -0.097170 0.0177 0.0120 -0.0173
C -9.065770 0.414411 -1.123114 0.0009 -0.0020 0.0122
C -8.761982 0.975318 -2.354185 0.0280 -0.0064 0.0442
H -5.826378 2.270645 -1.835254 0.0016 -0.0184 -0.0224
H -6.202596 1.336484 0.414286 -0.0229 0.0115 0.0095
H -8.337443 0.113122 0.879704 -0.0017 0.0010 0.0012
H -10.004819 -0.103580 -0.978010 0.0059 0.0004 0.0037
H -9.466466 0.895769 -3.175912 0.0135 0.0126 -0.0154
```
Positions in Å, forces in eV/Å.

Here are the Mulliken charges for atoms 1 to 6, given in e: number 1, C, carries -0.83; number 2, C, carries 0.04; number 3, O, carries -0.43; number 4, C, carries -0.72; number 5, C, carries -0.46; number 6, O, carries -0.13